DFT (wB97M-V/def2-TZVPD) results for an isolated molecule of C2H3NO3 in a non-equilibrium geometry.

Its energy above the lowest of the compared OMol25 structures with the same formula, charge and spin is 635.3 kJ/mol. The highest occupied orbital energy comes out at -10.028 eV. For the total energy, the calculation gives -358.28772 a.u. The spin multiplicity is 1. The calculation puts the HOMO-LUMO gap at 10.336 eV. The total charge is 0. Its SMILES is C=CO[N+](=O)[O-].

Element x y z (Å)
C 0.978 -0.697 0.879
C 0.577 -0.579 -0.392
O -0.612 -0.092 -0.949
N -1.352 1.109 -0.432
O -0.941 1.551 0.554
O -2.260 1.403 -1.122
H 1.814 -1.328 1.030
H 0.653 -0.068 1.611
H 1.144 -1.300 -1.179